Formula: C29H68ClN5NbO11P2
Source: OMol25
Level of theory: wB97M-V/def2-TZVPD

Its HOMO energy is -4.458 eV. For the LUMO energy, the calculation gives 1.46 eV. Its total energy is -3447.00195 Eh. Its total charge is -1. As for the HOMO-LUMO gap: 5.91 eV.

Structure (XYZ):
```
117
Properties=species:S:1:pos:R:3:forces:R:3:lowdin_charge:R:1
Nb 3.015928 -1.486390 3.398882 -1.56 3.29 2.14 1.38
Cl 3.859213 -0.274391 5.351052 -0.18 -0.41 -0.58 -0.02
P 3.537457 -3.736075 4.648391 -0.24 -0.99 -0.69 0.50
P 2.215735 -2.778819 1.249320 0.78 0.01 0.18 0.35
O -6.126663 -2.099066 -8.832691 0.00 -0.02 0.09 -0.18
O 0.510430 8.784365 0.472540 -0.05 -0.06 0.08 -0.20
O 3.603505 5.506139 1.383444 -0.04 0.18 -0.07 -0.20
O 3.022124 -2.538931 0.025085 -0.01 0.06 -0.39 -0.38
O 0.678238 -2.361609 0.913732 -0.44 0.08 0.04 -0.23
O -6.582394 -1.758843 -1.348895 0.00 -0.01 0.09 -0.18
O 2.116703 -4.365979 1.536670 -0.18 -0.17 -0.01 -0.24
O -3.635653 -2.774806 2.009544 -0.08 -0.14 -0.13 -0.19
O 4.556844 1.646318 0.966369 -0.25 -0.04 0.08 -0.07
O -3.280534 -3.074938 -5.400920 -0.06 -0.14 -0.09 -0.21
O 1.192317 -1.266309 4.084431 1.31 -1.47 -0.92 -0.46
N 6.822949 -1.379710 0.960876 -0.04 0.07 -0.16 0.06
N 2.282272 -4.731057 4.712939 -0.02 0.41 0.39 -0.39
N -3.637084 -2.727408 -0.961967 -0.04 0.12 0.04 -0.04
N -3.216213 -3.122707 -8.360030 -0.03 0.11 0.04 -0.05
N 2.595119 8.233842 2.514253 0.01 0.01 -0.10 -0.05
C 7.450498 -2.203524 3.109527 0.21 -0.01 0.08 -0.10
C -2.525940 -2.166726 -7.504566 -0.15 -0.07 -0.06 -0.22
C 6.149214 -2.109631 3.554788 0.04 0.08 -0.09 -0.21
C -2.948383 -1.787736 -0.085069 -0.15 -0.09 -0.06 -0.21
C -3.852738 -4.159862 2.167896 0.01 0.05 0.07 -0.12
C 3.995838 1.395154 2.280292 0.15 0.16 -0.62 -0.53
C -4.268450 -2.119603 -2.126834 0.04 -0.21 0.05 -0.20
C -3.531555 -4.452367 -5.205752 -0.02 0.06 0.06 -0.11
C 2.905582 0.349657 2.095586 0.53 -0.74 -0.11 -0.27
C -3.812565 -2.543312 -9.557243 0.03 -0.17 0.01 -0.21
C 4.399768 6.635316 1.665424 0.19 -0.01 0.02 -0.23
C -5.421760 -1.154127 -1.889716 0.02 0.14 -0.20 -0.22
C 2.572022 5.695110 0.435999 0.00 -0.20 0.02 -0.09
C -0.596821 8.333329 1.225425 0.03 0.00 -0.06 -0.12
C 3.469978 2.700872 2.839111 0.40 0.00 0.00 -0.06
C -6.196701 -2.131020 -7.418665 -0.11 -0.04 -0.06 -0.10
C -2.506582 -2.453735 1.196468 0.07 0.22 0.15 -0.22
C -4.946031 -1.541481 -9.374559 0.02 0.13 -0.17 -0.23
C -0.205501 -2.633750 5.586252 0.08 0.04 -0.06 -0.24
C 5.573110 -1.293512 1.417176 -0.04 -0.09 0.04 -0.20
C 3.843922 7.523499 2.771488 -0.11 0.02 0.13 -0.20
C 2.671555 9.233790 1.460003 -0.01 -0.19 0.05 -0.22
C -2.130581 -2.798540 -6.190061 0.10 0.19 0.12 -0.21
C 0.188241 -2.272714 4.142716 -1.01 0.22 0.40 -0.32
C 7.730195 -1.841022 1.807091 0.19 -0.05 0.07 -0.19
C 5.146273 -1.653765 2.702011 -0.42 -0.31 -0.11 -0.35
C -6.623028 -1.843024 0.063365 -0.11 -0.05 -0.06 -0.10
C 1.300341 9.771537 1.120509 0.04 0.15 -0.13 -0.22
C 0.714668 -2.076542 6.658234 -0.33 -0.16 0.23 -0.12
H 2.844127 6.441744 -0.315670 -0.01 0.04 0.01 0.09
H -7.670900 -1.811425 0.363583 -0.01 0.01 -0.02 0.08
H 3.267128 2.632529 3.903742 -0.26 -0.10 0.14 0.07
H -4.661958 -4.281608 2.886917 -0.01 0.01 0.00 0.08
H 2.601120 3.028470 2.279233 -0.28 0.02 0.03 0.07
H 4.811580 1.038851 2.905072 0.07 -0.13 0.19 0.09
H 1.673681 -2.580710 6.680868 0.26 0.05 -0.15 0.03
H 8.741427 -1.929720 1.437983 0.22 0.03 -0.15 0.09
H -1.885248 -1.756490 1.759647 0.04 -0.03 -0.01 0.10
H -1.625790 -1.816843 -8.018293 0.00 0.01 -0.02 0.12
H -5.798299 -3.062782 -7.007487 0.06 0.05 0.04 0.07
H 0.256279 -2.241788 7.631712 -0.04 -0.04 0.18 0.06
H 5.929781 -2.381102 4.576460 -0.05 -0.03 0.22 0.04
H 1.628761 5.988288 0.908216 0.01 0.08 -0.04 0.07
H 1.411968 10.609745 0.425938 -0.02 0.00 0.01 0.12
H 2.411957 4.738316 -0.060819 0.02 -0.01 0.00 0.09
H 0.846065 -1.007881 6.541091 0.23 0.17 -0.05 0.06
H -5.663730 -1.288889 -6.969657 0.04 -0.01 0.02 0.09
H 5.358886 6.244567 2.017707 0.00 -0.01 -0.01 0.12
H 4.228525 3.464402 2.693505 0.13 0.19 0.11 0.06
H -3.498811 -1.606607 -2.711020 0.00 0.02 -0.01 0.12
H 0.798872 10.141507 2.019605 0.01 -0.05 0.05 0.12
H 1.883979 7.556721 2.270460 -0.02 -0.02 0.02 0.07
H 2.146369 -4.798613 0.672204 0.06 -0.17 -0.03 0.06
H -3.582566 -0.932329 0.189503 0.10 0.07 0.01 0.11
H -1.901437 -3.338527 0.990635 -0.03 -0.04 -0.01 0.12
H 2.479490 -5.602614 4.244837 -0.09 -0.12 -0.14 -0.07
H -5.217851 -1.172158 -10.367242 -0.02 0.00 0.00 0.12
H 5.318640 2.217106 1.091010 0.13 0.06 -0.03 0.08
H -4.643574 -2.931946 -2.753365 -0.01 0.04 -0.06 0.10
H -2.960667 -4.659012 2.557799 0.01 -0.03 -0.01 0.09
H -5.719531 -0.757266 -2.864468 -0.02 0.00 0.00 0.12
H -4.143084 -4.643906 1.226989 0.05 -0.03 0.01 0.08
H -0.230343 -3.716940 5.654970 0.04 -0.18 0.05 0.09
H 0.457378 -3.186562 3.619648 0.45 0.00 -0.07 0.06
H 1.937794 0.778429 2.352524 -0.24 -0.11 0.23 0.05
H -5.122944 -0.294068 -1.278387 0.02 -0.06 0.08 0.11
H 0.675088 -2.079590 -0.009887 0.01 0.06 -0.07 0.06
H -1.542751 -3.705721 -6.352846 -0.04 -0.04 -0.06 0.12
H -1.235476 9.168599 1.530058 -0.01 0.00 0.03 0.09
H 3.993476 -3.407379 5.955648 0.26 0.04 -0.07 -0.08
H -4.197472 -3.368287 -10.161704 0.00 0.02 -0.04 0.12
H 3.300825 10.060705 1.803535 0.03 0.00 -0.01 0.12
H 8.245938 -2.546800 3.751428 0.13 -0.09 0.14 0.09
H -4.354224 -4.534661 -4.497819 -0.01 0.01 0.00 0.08
H -3.944135 -3.573358 -7.821033 0.00 -0.04 0.01 0.07
H -6.098372 -1.006912 0.532479 0.04 -0.01 0.02 0.09
H -3.019680 -2.065423 -10.141811 0.01 0.03 0.01 0.12
H 4.853650 -0.918749 0.714036 -0.10 0.04 -0.26 0.06
H 3.683375 6.892091 3.648095 0.03 -0.01 0.01 0.12
H -0.290127 7.779864 2.119428 -0.02 0.04 0.03 0.08
H -6.196021 -2.779345 0.433117 0.07 0.05 0.04 0.07
H 4.608422 8.258343 3.045352 0.01 0.02 -0.03 0.12
H 3.110635 8.838685 0.532765 0.03 0.10 -0.03 0.11
H -1.173441 7.668771 0.585078 0.01 -0.01 -0.01 0.09
H -3.144706 -1.288276 -7.272213 0.09 0.06 0.02 0.11
H -2.658313 -4.958079 -4.784360 0.00 -0.03 0.00 0.09
H -1.509882 -2.090957 -5.633277 0.01 -0.03 0.03 0.12
H -4.636101 -0.667845 -8.788338 0.02 -0.05 0.07 0.11
H -1.214325 -2.276649 5.782234 -0.18 0.12 -0.01 0.09
H -2.067767 -1.399768 -0.605257 0.00 0.02 -0.02 0.12
H 2.855213 0.098184 1.038614 0.06 -0.06 -0.18 0.05
H 4.669793 -4.362359 4.079784 0.24 0.07 0.26 -0.06
H -3.817783 -4.954879 -6.137160 0.05 -0.03 0.00 0.08
H 4.609546 7.195551 0.744980 -0.09 0.03 0.00 0.11
H -7.248499 -2.066507 -7.140894 -0.01 0.01 -0.02 0.09
H -0.696180 -1.872584 3.648571 -0.05 0.12 -0.19 0.09
H -4.342640 -3.213453 -0.423967 0.01 -0.05 0.01 0.07
```
Forces are in eV/Å.